The following is a DFT calculation (ωB97M-V/def2-TZVPD) of a molecular structure, C5H5NO at a distorted geometry.

```
! wB97M-V def2-TZVPD RIJCOSX def2/J DEFGRID3
* xyz 0 1
N -2.73255 -1.26583 -0.69161
C -1.91708 -0.69944 -0.09962
C -0.88111 0.01308 0.66969
O 0.14092 -0.87543 1.15646
C 1.14498 -0.06541 0.53685
C 0.98426 -0.07065 -0.94144
C 0.13504 0.84765 -0.09857
H -1.34914 0.56143 1.49602
H 2.05330 0.13007 1.09657
H 1.76435 0.44093 -1.49940
H 0.55008 -0.94270 -1.42883
H 0.10694 1.92631 -0.19612
*
```

**Total energy**: -8800.8346 eV
**ΔE to the lowest compared entry with this formula, charge and spin**: 59.6 kcal/mol
**HOMO-LUMO gap**: 11.021 eV

=====

The following is a DFT calculation (ωB97M-V/def2-TZVPD) of a molecular structure, C23H32N4PRuS5.

```
! wB97M-V def2-TZVPD RIJCOSX def2/J DEFGRID3
* xyz 2 2
Ru 1.46536 1.03410 0.12834
C 1.98613 0.46787 2.70367
C 2.96032 0.65845 1.56214
N 3.10250 1.62324 -0.80807
C 3.23636 3.05299 -0.99571
C 1.90136 3.51686 -1.51062
C 1.63159 4.68167 -2.20571
C 0.32039 4.94333 -2.57126
C -0.69105 4.05189 -2.22598
C -0.34954 2.91264 -1.52899
C -1.30317 1.83581 -1.10734
N -0.73754 1.08688 0.03515
C -1.01223 1.73169 1.34405
C -0.53267 0.75779 2.40805
N 0.74836 0.16355 1.93706
N 0.92283 2.66441 -1.19770
H 1.82356 1.39931 3.24449
H 2.22546 -0.30837 3.43201
H 3.61699 -0.18533 1.36542
H 3.56086 1.55966 1.65678
H 3.98957 1.15861 -0.68786
H 4.04031 3.27591 -1.70062
H 3.45801 3.62598 -0.08195
H 2.43046 5.36497 -2.45747
H 0.08089 5.84197 -3.12375
H -1.72000 4.24553 -2.49561
H -1.45740 1.13558 -1.93138
H -2.27999 2.25067 -0.84910
H -1.21015 0.17107 0.07170
H -2.07577 1.94513 1.45903
H -0.47212 2.68234 1.38944
H -1.26070 -0.04247 2.53564
H -0.38883 1.25247 3.36717
H 0.64168 -0.84315 1.83330
C 3.42789 -1.18509 -1.66121
P 1.77162 -0.91573 -0.97591
C 0.69170 -0.91177 -2.42616
C 1.47190 -2.47263 -0.10758
C 2.05154 -2.71380 1.14071
C 1.91450 -3.94956 1.75401
C 1.21178 -4.96435 1.11820
C 0.64785 -4.73900 -0.12808
C 0.76933 -3.49925 -0.73620
H 3.42691 -2.17483 -2.11907
H 4.17495 -1.18944 -0.86582
H 3.67515 -0.42374 -2.39619
H 0.98122 -1.69702 -3.12580
H 0.81118 0.04953 -2.92736
H -0.34971 -1.05994 -2.13132
H 2.64624 -1.95445 1.63275
H 2.37136 -4.12482 2.71873
H 1.11164 -5.93144 1.59198
H 0.10677 -5.52928 -0.63073
H 0.29791 -3.34381 -1.69700
C -5.95901 0.85940 0.96516
S -4.30050 0.18299 0.74419
C -4.59962 -1.50868 0.68415
C -3.53233 -2.41423 0.52087
S -1.90726 -2.02815 0.37872
S -4.01370 -4.07979 0.46924
C -5.72869 -3.85553 0.66563
S -6.82113 -5.03715 0.70819
S -6.17332 -2.16315 0.81084
H -5.83440 1.93890 1.01648
H -6.39827 0.50870 1.89693
H -6.59538 0.61407 0.11728
*
```

**Total energy**: -96363.8737 eV
**ΔE to the lowest compared entry with this formula, charge and spin**: 0.0 kcal/mol
**HOMO-LUMO gap (spin up / spin down)**: 6.396 / 6.161 eV

=====

The following is a DFT calculation (ωB97M-V/def2-TZVPD) of 3 unconnected molecules or ions with the total composition C6H11NO2 at a distorted geometry.

```
! wB97M-V def2-TZVPD RIJCOSX def2/J DEFGRID3
* xyz 0 1
C -2.09557 0.36992 0.47467
C 1.40126 -2.52095 1.08588
C 1.66730 0.10950 -1.13034
C -0.76140 0.19855 -0.04810
C 0.15945 -1.69608 1.31687
C 0.36895 0.13471 -0.48672
N -0.98001 3.14720 -1.20701
O -0.58100 1.98427 -1.74236
O -0.66259 -1.85930 2.15106
H -1.94475 3.13504 -0.87129
H -0.34736 3.51017 -0.49300
H -2.20078 -0.16142 1.42471
H -2.83954 -0.00896 -0.22864
H -2.28917 1.43294 0.64722
H 1.35894 -2.93558 0.07735
H 2.27395 -1.86848 1.13477
H 1.47979 -3.32339 1.82628
H 1.89376 -0.87660 -1.54132
H 1.63227 0.83368 -1.94743
H 2.46651 0.39476 -0.44261
*
```

**Total energy**: -11978.6423 eV
**ΔE to the lowest compared entry with this formula, charge and spin**: 175.9 kcal/mol
**HOMO-LUMO gap (spin up / spin down)**: 9.083 / 6.611 eV

=====

The following is a DFT calculation (ωB97M-V/def2-TZVPD) of 2 unconnected molecules or ions with the total composition C2H8N2O2S at a distorted geometry.

```
! wB97M-V def2-TZVPD RIJCOSX def2/J DEFGRID3
* xyz 0 1
C -1.90612 0.68265 1.18212
C 3.26871 -0.80498 0.64078
N -1.97366 1.15749 -1.04277
N -1.79292 1.59243 0.29417
O 0.77480 -0.21553 0.53854
O 2.43120 1.12812 -0.82041
S 2.21682 0.71168 0.57536
H -2.01358 -0.37708 0.80423
H 0.08182 0.22151 0.92777
H -2.01517 0.97981 2.21243
H 4.17185 -0.52128 1.26186
H 2.94217 -1.68922 1.19312
H 3.46427 -1.08792 -0.35300
H -1.49178 1.67517 -1.83989
H -2.00700 0.21140 -1.21818
*
```

**Total energy**: -20111.1429 eV
**ΔE to the lowest compared entry with this formula, charge and spin**: 45.2 kcal/mol
**HOMO-LUMO gap**: 10.245 eV

=====

The following is a DFT calculation (ωB97M-V/def2-TZVPD) of 2 unconnected molecules or ions with the total composition C4H12N2S.

```
! wB97M-V def2-TZVPD RIJCOSX def2/J DEFGRID3
* xyz 0 1
C -2.51654 1.78138 1.60724
N -2.05456 0.84498 2.30428
C -0.61583 0.71912 2.39707
H -3.59296 1.89571 1.50858
H -1.88224 2.50368 1.07554
H -0.33203 0.71926 3.44895
H -0.07320 1.51810 1.87593
H -0.32411 -0.24601 1.98517
N 3.16425 -1.22611 -0.92310
C 1.73712 -1.16963 -0.60266
C 1.00879 -0.41125 -1.70048
S -0.76379 -0.22829 -1.37144
H 3.66769 -1.67730 -0.16765
H 3.29309 -1.82278 -1.73452
H 1.61211 -0.64637 0.34240
H 1.28192 -2.16216 -0.49934
H 1.47327 0.56240 -1.83873
H 1.10339 -0.95410 -2.64100
H -0.69602 0.93342 -0.71064
*
```

**SMILES**: C=NC.NCCS
**Total energy**: -18156.9614 eV
**ΔE to the lowest compared entry with this formula, charge and spin**: 24.4 kcal/mol
**HOMO-LUMO gap**: 10.031 eV

=====

The following is a DFT calculation (ωB97M-V/def2-TZVPD) of 3 unconnected molecules or ions with the total composition C10H17N5 at a distorted geometry.

```
! wB97M-V def2-TZVPD RIJCOSX def2/J DEFGRID3
* xyz 2 1
C -3.79588 -0.34501 -0.40244
C -3.20660 -0.49701 -1.64824
C -3.13170 -0.21927 0.77667
C 0.33103 -0.32024 -0.30442
C -1.09841 -0.38388 -0.48347
C -1.86775 -0.54061 -1.70595
C -1.75861 -0.31455 0.72956
C 0.50897 -0.20236 1.06492
C -1.23870 -0.63470 -3.02441
C 3.17137 1.72097 3.53141
N -0.74480 -0.21630 1.66503
N -1.71369 0.15286 -3.94340
N 3.21728 2.93761 3.87765
N -1.78991 -2.54889 -3.52492
N 4.39757 0.90464 4.05066
H -4.91199 -0.39875 -0.44863
H -3.96106 -0.75516 -2.42885
H -3.58552 -0.07955 1.67190
H 1.06610 -0.23044 -1.18851
H -0.22081 -0.88671 -3.06005
H 1.35315 0.02760 1.75217
H -0.73221 -0.15455 2.74485
H -1.37274 0.12951 -4.84917
H -2.52042 0.75972 -3.85668
H 2.43374 3.64664 3.54583
H 3.93082 3.45822 4.57540
H -1.04479 -3.27983 -3.73060
H -2.31707 -2.55205 -4.45010
H -2.28406 -3.06939 -2.75253
H 4.32644 -0.04808 4.12225
H 4.84490 1.26271 4.94179
H 4.99797 0.93818 3.20081
*
```

**Total energy**: -18078.1011 eV
**ΔE to the lowest compared entry with this formula, charge and spin**: 44.9 kcal/mol
**HOMO-LUMO gap**: 7.503 eV

=====

The following is a DFT calculation (ωB97M-V/def2-TZVPD) of 2 unconnected molecules or ions with the total composition C3H11N3O at a distorted geometry.

```
! wB97M-V def2-TZVPD RIJCOSX def2/J DEFGRID3
* xyz 0 1
C 2.15372 -1.10496 1.22667
N 1.05599 -0.69375 0.39114
C 0.32428 0.42679 0.51556
N -0.51166 0.94837 -0.36796
N -1.05197 2.23518 -0.16961
C -2.39160 2.40311 -0.94646
H 3.11904 -1.38933 0.69786
H 1.86219 -1.95640 1.85472
H 2.27019 -0.17299 1.86772
H 0.78511 -1.21791 -0.39932
H 0.52810 0.89127 1.48505
H -1.36203 2.39088 0.82184
H -3.18800 1.69078 -0.71152
H -2.75365 3.37185 -0.61467
H -2.22155 2.42627 -2.08202
O 0.54768 -3.05962 -1.17701
H 0.37952 -3.60277 -0.38899
H 0.45463 -3.58678 -2.00299
*
```

**SMILES**: CN/C=N/NC.O
**Total energy**: -9804.9707 eV
**ΔE to the lowest compared entry with this formula, charge and spin**: 69.9 kcal/mol
**HOMO-LUMO gap**: 7.784 eV

=====

The following is a DFT calculation (ωB97M-V/def2-TZVPD) of 4 unconnected molecules or ions with the total composition C21H36NO11S at a distorted geometry.

```
! wB97M-V def2-TZVPD RIJCOSX def2/J DEFGRID3
* xyz 1 1
O -3.41103 -0.22813 4.80326
C -4.26860 0.48521 4.35161
O -5.49691 -0.07369 4.10051
C -6.53839 0.88018 3.77126
C -7.13639 1.67167 5.00375
C -6.88268 3.23733 4.98423
S -8.48219 4.16930 5.22839
C -3.85401 1.95979 4.07948
C -3.60482 2.88650 5.20499
C -3.25935 4.26060 4.83020
N -3.16235 4.62100 3.50453
C -3.36507 3.77594 2.44079
C -3.71650 2.38838 2.65913
H -7.38609 0.26807 3.34834
H -6.25859 1.58462 2.93086
H -6.80140 1.23108 5.98458
H -8.25679 1.53414 4.98367
H -6.30960 3.60942 4.09774
H -6.26681 3.50495 5.89289
H -8.70984 4.90609 4.08130
H -3.70323 2.54611 6.26243
H -3.10001 4.99109 5.66382
H -2.92183 5.59447 3.28412
H -3.28542 4.12899 1.38604
H -3.89216 1.62656 1.86878
C -0.33396 0.88929 0.59461
C -0.56121 2.38783 0.55515
O 0.29939 3.01035 -0.40017
C -0.10724 2.92508 -1.67714
O -1.11536 2.39117 -2.06317
O 0.81214 3.51618 -2.44357
C 0.53948 3.43213 -3.84607
H 0.72208 0.66634 0.75728
H -0.92094 0.42916 1.39236
H -0.61608 0.42478 -0.35164
H -0.31292 2.81884 1.52790
H -1.60818 2.63043 0.35096
H -0.46330 3.79130 -4.07662
H 0.66750 2.40467 -4.18961
H 1.26043 4.06435 -4.36121
C 3.75273 1.51362 -0.93782
C 3.35227 1.37914 -2.39344
O 4.48703 1.05773 -3.20647
C 4.85235 -0.22974 -3.19758
O 4.30830 -1.11491 -2.58180
O 5.93637 -0.35461 -3.97085
C 6.49181 -1.67150 -4.00087
H 4.57582 2.22307 -0.83080
H 2.90866 1.85475 -0.33558
H 4.09959 0.55952 -0.53621
H 2.96981 2.33365 -2.75405
H 2.55668 0.64126 -2.52529
H 5.73901 -2.41420 -4.25883
H 6.94769 -1.90590 -3.03762
H 7.26613 -1.68574 -4.76558
C 3.51133 -9.18417 -3.30001
C 4.87161 -8.53311 -3.45199
O 4.74876 -7.20802 -3.98524
C 4.40675 -6.26211 -3.10223
O 4.20894 -6.42726 -1.92532
O 4.30280 -5.10006 -3.75959
C 3.86971 -4.00775 -2.94441
H 2.96174 -9.14840 -4.24306
H 3.61426 -10.22463 -2.98804
H 2.90620 -8.66058 -2.55770
H 5.47061 -9.10077 -4.16536
H 5.41944 -8.52220 -2.50755
H 4.48949 -3.90722 -2.05371
H 2.82178 -4.14117 -2.66951
H 3.96058 -3.10029 -3.52926
*
```

**Total energy**: -57200.6397 eV
**HOMO-LUMO gap**: 6.427 eV